(1)
DFT (ωB97M-V/def2-TZVPD) results for an isolated molecule of C5H7NO.

Results
E = -324.662788 Eh
SMILES = C=CC/C=N\C=O
ΔE to the lowest compared entry with this formula, charge and spin = 1.678 eV
multiplicity = 1

Element x y z (Å)
O1 2.17 0.04 0.90
N1 0.99 -1.55 -0.28
C1 -1.13 -0.31 0.22
C2 1.80 -1.10 0.75
C3 -0.20 -1.23 -0.54
C4 -0.06 1.89 -0.28
C5 -1.07 1.04 -0.48
H1 2.20 -1.93 1.37
H2 -1.84 1.26 -1.21
H3 0.74 1.64 0.41
H4 0.01 2.83 -0.83
H5 -0.84 -0.23 1.27
H6 -2.15 -0.72 0.17
H7 -0.62 -1.63 -1.47

(2)
DFT (ωB97M-V/def2-TZVPD) results for an isolated molecule of C5H7NO in a non-equilibrium geometry.

Results
E = -324.686350 Eh
SMILES = [H]/N=C1/C=C(C)CO1
ΔE to the lowest compared entry with this formula, charge and spin = 1.037 eV
multiplicity = 1

Element x y z (Å)
O1 1.33 0.61 1.03
N1 2.85 -0.69 -0.16
C1 -2.05 -0.25 -0.44
C2 -0.59 -0.05 -0.13
C3 0.41 -0.87 -0.45
C4 1.67 -0.35 0.12
C5 0.03 1.09 0.66
H1 0.36 -1.78 -1.02
H2 -0.56 1.38 1.54
H3 0.39 1.95 0.08
H4 3.49 -0.09 0.37
H5 -2.25 -1.31 -0.66
H6 -2.71 0.03 0.39
H7 -2.37 0.33 -1.32

(3)
DFT (ωB97M-V/def2-TZVPD) results for an isolated molecule of C5H7NO in a non-equilibrium geometry.

Results
E = -324.624626 Eh
SMILES = O=C1CN2CC1C2
ΔE to the lowest compared entry with this formula, charge and spin = 2.717 eV
multiplicity = 1

Element x y z (Å)
O1 1.47 -1.68 0.85
N1 -1.06 0.13 -0.46
C1 0.73 0.62 0.49
C2 -0.25 -1.06 -0.84
C3 -0.04 1.22 -0.69
C4 -0.66 0.14 1.01
C5 0.92 -0.86 0.16
H1 -0.48 2.20 -0.49
H2 -0.54 -0.86 1.46
H3 -0.83 -1.97 -0.68
H4 1.50 1.13 1.08
H5 -1.24 0.78 1.68
H6 0.09 -1.02 -1.88
H7 0.40 1.23 -1.70

| no. | orbital gap (Eh) | HOMO level (eV) | E_LUMO (eV) |
| --- | --- | --- | --- |
| 1 | 0.3745 | -9.6 | 0.626 |
| 2 | 0.3720 | -9.3 | 0.801 |
| 3 | 0.3610 | -8.9 | 0.951 |